Record 1
Molecular formula: C4H11N3
Method: DFT, ωB97M-V/def2-TZVPD

Atoms and positions in Å:
C 1.87102 0.44821 0.15349
C 0.04331 -0.82362 1.29695
N 1.23507 -0.86388 0.40733
N 1.23939 1.21911 -0.87989
N -1.01768 -0.95595 0.33151
C -1.76928 0.13170 -0.04211
C -2.38982 0.27799 -1.21565
H 1.92466 -1.52161 0.75520
H 1.22210 0.70695 -1.75353
H -0.31147 -1.38494 -0.45259
H 0.28254 1.44675 -0.64553
H 1.87567 1.06387 1.06740
H 2.91382 0.27097 -0.12657
H -0.05095 0.10705 1.87893
H 0.07817 -1.71886 1.92956
H -1.80657 0.93263 0.69284
H -2.34460 -0.48119 -1.98110
H -2.99536 1.14483 -1.41624

Force components x, y, z for each atom (eV/Å):
-0.0142 -0.1276 0.1632
0.7441 -0.1353 -0.7776
1.0862 0.3745 1.3080
0.0844 0.1931 -0.1459
1.5145 -1.8312 -1.9472
-0.0108 0.3317 -0.4856
-0.0341 0.0679 0.1731
0.0293 0.1477 0.1139
-0.0403 -0.0071 0.0224
-3.1099 1.1749 1.4721
-0.0531 0.0226 -0.0679
0.0336 -0.1613 -0.1482
-0.1398 -0.0466 0.0180
0.1661 -0.3169 0.0161
-0.0560 0.3939 0.1761
-0.2180 -0.0865 0.1237
0.0195 -0.1442 -0.0428
-0.0017 0.1504 0.0286

Computed properties:
- energy above the lowest of the compared OMol25 structures with the same formula, charge and spin (eV) = 2.589
- frontier orbital gap (eV) = 8.981
- SMILES string = C=CNCNCN

Record 2
Molecular formula: C4H11N3
Method: DFT, ωB97M-V/def2-TZVPD

Atoms and positions in Å:
C -3.12364 -0.65020 1.13346
C 1.81260 -0.65082 0.18884
C 3.26286 1.04793 -0.58339
C -1.75040 0.12251 -0.66484
N 0.95988 -1.39269 -0.08475
N 2.64952 0.16368 0.40996
N -2.01161 -0.53164 0.57732
H -4.13940 -0.13399 0.88067
H -3.40952 -1.49847 1.91428
H 3.45189 2.04825 -0.11073
H 2.68274 1.26777 -1.51973
H 4.27953 0.57344 -0.84683
H -2.24262 1.05934 -0.90979
H -1.99652 -0.49363 -1.61200
H -0.73694 0.34412 -0.79996
H 0.95827 -2.38377 -0.09791
H -1.19619 -0.99842 1.00377
H 2.97792 0.16539 1.34848

Force components x, y, z for each atom (eV/Å):
-5.2226 -1.9144 2.1846
-2.5152 -3.2584 -1.3802
2.7165 1.3562 -1.3214
-0.8250 0.2520 -3.5671
-1.7978 -0.3427 0.4932
3.0060 3.8157 0.5755
1.1394 -0.1821 0.0102
2.3867 -0.4390 -0.3728
1.5934 2.0472 -1.1065
-0.1838 -1.0850 -0.2325
0.1381 -0.8490 1.1323
-1.5969 0.8953 0.2264
-0.6350 0.0881 0.9590
0.1212 0.2394 1.8965
1.5356 0.1526 0.3450
0.1302 -1.2290 -0.6080
-0.6601 -0.0875 -0.4063
0.6692 0.5406 1.1721

Computed properties:
- energy above the lowest of the compared OMol25 structures with the same formula, charge and spin (eV) = 2.443
- charge = +2
- frontier orbital gap (eV) = 11.834

Record 3
Molecular formula: C4H11N3
Method: DFT, ωB97M-V/def2-TZVPD

Atoms and positions in Å:
C -0.12021 -2.19241 0.33887
C 1.27671 0.08360 -0.02528
C -1.11547 1.07610 -0.37318
C -1.29090 -0.03493 0.53183
N 1.71612 0.74207 1.02840
N 1.74712 -0.03868 -1.21308
N -0.16860 -0.90188 0.36773
H -1.12448 -2.76541 0.48864
H 0.86176 -2.73586 0.23115
H -0.76438 0.81891 -1.28357
H -2.04282 1.63959 -0.63116
H -0.55167 1.97370 -0.07943
H -2.15418 -0.66586 0.17196
H -1.59834 0.28662 1.53469
H 2.57864 1.20693 0.70190
H 1.35252 0.90776 1.95513
H 2.59140 0.49340 -1.34146
H 1.49164 -0.69502 -1.89347

Force components x, y, z for each atom (eV/Å):
-0.6874 0.0108 0.4909
-4.0593 -3.0486 3.7439
-1.9290 4.5598 0.3849
-3.2166 -1.0963 0.0099
1.4990 -0.2055 -3.5311
0.9950 1.4120 1.6947
4.4980 0.0436 -0.6177
1.9088 0.9682 -0.2144
-1.1962 0.5964 -0.0683
1.0658 -1.1490 -3.0955
0.0631 -0.9017 0.4063
0.4044 -0.5894 0.6658
0.5706 0.6145 0.4275
0.8667 -0.4772 0.2247
-0.2422 0.4034 1.4408
-0.3891 -0.2197 0.0329
0.5571 0.1456 -0.8755
-0.7087 -1.0669 -1.1197

Computed properties:
- energy above the lowest of the compared OMol25 structures with the same formula, charge and spin (eV) = 2.707
- charge = +2
- frontier orbital gap (eV) = 10.848
- SMILES string = C=[N+](CC)C(N)=[NH2+]

Record 4
Molecular formula: C4H11N3O
Method: DFT, ωB97M-V/def2-TZVPD

Atoms and positions in Å:
N 1.58762 -1.31819 1.97850
C 1.72872 -0.10335 1.33960
N 2.68793 -0.07663 0.34825
O 1.07062 0.87076 1.64044
H 0.69862 -1.43377 2.43911
H 1.86058 -2.13877 1.45803
H 3.42932 -0.75579 0.37797
H 2.96645 0.86281 0.11631
C -2.86326 0.63695 0.40604
C -2.08779 -0.02948 -0.43956
N -0.73580 0.23022 -0.68676
C -0.35748 0.33281 -2.08661
H -2.52103 1.52086 0.93181
H -3.86659 0.28862 0.58941
H -2.45351 -0.92878 -0.92439
H -0.40148 1.01145 -0.13632
H 0.70876 0.53821 -2.14502
H -0.54531 -0.62400 -2.58091
H -0.90638 1.11606 -2.62591

Force components x, y, z for each atom (eV/Å):
-0.0139 -0.2728 -0.2200
-0.0529 -0.1703 0.1617
-0.0859 0.1290 0.0725
0.0109 0.1988 -0.0324
0.0135 0.1734 0.0578
0.0212 0.0751 0.0166
0.0254 0.0190 0.0160
0.0786 -0.0441 -0.0757
-0.1408 0.0604 0.0455
0.4918 -0.1624 0.1388
-0.3171 0.1189 -0.0043
-0.0385 -0.1412 0.0357
0.0172 -0.0393 -0.0253
-0.0919 0.0093 0.0905
-0.0898 0.0670 -0.2137
0.0594 -0.0530 0.0365
0.0545 -0.0031 -0.0631
0.0014 0.0719 -0.0292
0.0567 -0.0368 -0.0078

Computed properties:
- energy above the lowest of the compared OMol25 structures with the same formula, charge and spin (eV) = 0.796
- frontier orbital gap (eV) = 8.782
- SMILES string = NC(N)=O.C=CNC